(1)
101
Properties=species:S:1:pos:R:3:forces:R:3:lowdin_charge:R:1 method="wB97M-V/def2-TZVPD" homo_lumo_gap_ev=9.672 energy_ha=-7054.72507 total_charge=+1 max_force_ev_per_a=3.7 lumo_ha=-0.1035 multiplicity=1 homo_ev=-12.49
C -0.624 -4.217 1.791 0.8 0.1 0.6 -0.108
C 0.769 -4.445 2.447 -0.4 -0.5 -0.3 -0.254
C 1.832 -4.951 1.449 0.0 0.8 0.2 -0.206
C 2.593 -3.795 0.744 0.5 -0.6 0.3 -0.203
C 4.048 -3.641 1.245 0.2 0.4 -0.2 -0.209
C 4.997 -3.048 0.187 -0.5 -0.2 -0.2 -0.221
C 4.659 -1.600 -0.180 0.6 0.2 0.0 -0.209
C 4.951 -0.571 0.950 -0.4 -0.2 -0.6 -0.193
C 3.759 0.375 1.196 0.5 -0.3 0.0 -0.215
C 3.723 1.514 0.152 -0.8 0.5 0.6 -0.197
C 3.026 2.775 0.737 0.0 -1.2 0.2 -0.178
C 1.539 2.404 0.988 0.1 0.2 -0.3 -0.213
C 0.518 3.259 0.228 -0.3 0.6 0.8 -0.161
C -0.938 3.164 0.836 2.5 -0.4 -1.4 -0.156
N -1.072 1.858 1.542 -1.1 0.7 0.7 0.075
C -2.243 1.180 1.388 -0.5 -0.2 -0.4 -0.330
N -2.346 0.475 0.292 0.7 -0.2 -0.7 0.156
C -1.263 0.350 -0.702 -1.1 -1.0 -0.9 -0.112
C -1.516 -0.953 -1.503 0.1 0.2 0.3 -0.159
C -0.863 -0.942 -2.891 -0.5 -0.8 0.1 -0.144
C -1.413 0.121 -3.837 1.1 0.1 -0.4 -0.190
O -2.785 -0.111 -4.187 0.7 0.7 0.7 0.003
C -3.637 0.522 -3.353 1.2 0.5 -0.4 -0.395
O -4.613 -0.004 -2.995 -2.8 -1.2 0.9 0.125
N -3.326 1.137 2.228 1.6 -0.5 1.7 -0.026
C -3.780 -0.249 2.538 -1.3 -1.0 -1.1 -0.103
C -5.048 -0.663 1.718 0.6 -0.2 0.6 -0.135
O -5.795 -1.611 2.475 0.1 0.4 -0.6 -0.005
C -5.145 -2.816 2.613 -0.2 -0.4 -2.5 -0.550
C -4.889 -3.715 1.412 -0.5 0.7 -0.8 0.033
O -4.823 -3.180 3.665 0.7 -0.7 3.5 0.181
C -3.210 1.865 3.502 -0.3 0.1 0.8 -0.665
Br -3.170 3.821 3.279 -0.2 -0.6 -0.1 0.828
C -2.119 1.307 4.491 0.1 1.1 0.4 -0.718
C -1.157 2.373 5.056 0.2 -1.1 0.2 -0.212
Br -3.015 0.553 6.082 0.1 -0.1 -0.5 0.772
H -0.713 -3.187 1.424 -0.1 -0.2 -0.2 0.043
H -0.747 -4.930 0.973 -0.2 0.2 0.0 0.069
H -1.384 -4.388 2.558 -0.2 0.1 -0.3 0.063
H 0.640 -5.201 3.229 0.0 0.1 -0.1 0.101
H 1.102 -3.530 2.951 0.1 -0.1 -0.1 0.102
H 2.546 -5.579 1.989 0.0 0.0 -0.2 0.102
H 1.356 -5.571 0.682 0.0 -0.1 0.2 0.101
H 2.081 -2.840 0.916 -0.1 -0.2 -0.3 0.092
H 2.631 -4.009 -0.332 -0.1 0.3 0.1 0.108
H 4.470 -4.599 1.568 -0.2 0.0 0.0 0.108
H 4.059 -2.976 2.120 0.0 -0.3 0.0 0.106
H 4.894 -3.641 -0.735 0.1 0.0 0.2 0.109
H 6.033 -3.179 0.518 -0.1 0.3 0.0 0.114
H 3.607 -1.557 -0.495 0.1 0.1 0.1 0.096
H 5.258 -1.313 -1.053 -0.2 -0.1 0.0 0.109
H 5.253 -1.124 1.846 -0.1 0.3 0.0 0.102
H 5.788 0.050 0.617 0.1 -0.2 0.4 0.103
H 2.847 -0.237 1.143 0.0 0.2 0.1 0.092
H 3.798 0.777 2.218 0.1 0.1 -0.2 0.111
H 4.731 1.787 -0.168 -0.1 -0.3 -0.2 0.113
H 3.086 1.181 -0.677 0.6 0.1 -0.3 0.109
H 3.171 3.656 0.108 -0.2 -0.1 0.0 0.109
H 3.502 2.951 1.709 0.0 0.3 -0.2 0.105
H 1.375 2.423 2.075 -0.2 0.2 -0.2 0.109
H 1.375 1.364 0.686 0.1 0.1 0.2 0.075
H 0.518 3.068 -0.849 0.1 -0.2 0.2 0.091
H 0.842 4.302 0.336 -0.2 -0.1 -0.1 0.116
H -1.035 4.022 1.494 -0.6 -0.3 0.2 0.069
H -1.623 3.180 -0.013 -0.4 0.2 0.5 0.120
H -0.720 1.862 2.490 -0.2 0.3 0.0 0.103
H -3.191 -0.033 0.058 -0.1 0.4 0.1 0.136
H -0.287 0.275 -0.233 -0.1 0.5 0.1 0.126
H -1.361 1.196 -1.387 0.5 0.1 0.3 0.108
H -2.591 -1.147 -1.626 0.1 0.2 0.0 0.105
H -1.128 -1.781 -0.898 0.0 0.0 -0.2 0.113
H -1.085 -1.913 -3.351 0.1 0.1 0.1 0.129
H 0.228 -0.910 -2.801 -0.1 0.4 -0.2 0.128
H -1.257 1.122 -3.411 -0.2 0.0 -0.3 0.107
H -0.848 0.071 -4.770 -0.1 0.1 0.1 0.124
H -3.429 1.543 -2.981 0.8 0.0 -0.5 0.156
H -4.041 -0.412 3.586 0.2 0.5 0.0 0.103
H -3.000 -0.976 2.280 0.1 0.3 0.3 0.137
H -5.685 0.202 1.539 0.0 -0.2 -0.2 0.143
H -4.704 -1.159 0.800 -0.4 0.5 -0.2 0.100
H -4.277 -4.570 1.681 0.0 0.2 0.3 0.089
H -4.398 -3.188 0.583 -0.1 -0.1 0.1 0.070
H -5.848 -4.070 1.019 0.1 0.1 0.1 0.101
H -4.158 1.715 4.014 0.0 0.1 -0.3 0.060
H -1.558 0.477 4.054 -0.2 0.0 -0.1 0.091
H -0.594 2.894 4.277 -0.2 0.2 0.1 0.055
H -1.694 3.045 5.722 0.0 0.3 -0.4 0.063
H -0.436 1.844 5.690 0.0 0.1 -0.2 0.082
C 1.432 4.396 -7.427 0.2 0.4 0.1 -0.016
C 1.899 3.453 -6.344 -0.2 0.3 -0.6 -0.325
C 0.887 2.403 -5.962 0.0 -0.4 -0.1 -0.105
O 1.223 2.140 -4.592 0.0 0.2 0.0 0.038
C 1.798 3.273 -4.101 0.2 0.2 0.1 -0.550
O 2.011 3.464 -2.945 -0.1 -0.1 0.0 0.153
O 2.086 4.143 -5.096 -0.1 -0.4 0.3 0.098
H 2.251 5.039 -7.750 0.0 -0.1 0.0 0.090
H 1.065 3.847 -8.294 0.0 -0.1 0.0 0.094
H 0.642 5.052 -7.057 -0.1 -0.2 0.0 0.095
H 2.853 3.000 -6.625 0.0 -0.1 0.1 0.162
H 0.974 1.498 -6.560 0.1 -0.1 0.2 0.141
H -0.145 2.762 -6.006 0.1 0.1 0.0 0.141



(2)
29
Properties=species:S:1:pos:R:3:forces:R:3:mulliken_spin:R:1 method="wB97M-V/def2-TZVPD" homo_lumo_gap_ev="8.717 / 8.834" energy_ha=-1707.24671 total_charge=+1 de_lowest_kcal_mol=17.5 max_force_ev_per_a=3.9 lumo_ha="-0.1271 / -0.1227" multiplicity=4 homo_ev="-12.18 / -12.17"
Nd -0.030 1.216 1.830 -2.3 2.7 1.6 3.010
C 1.762 -2.278 2.452 0.1 -0.3 -0.1 0.001
C 1.066 -1.757 1.217 0.1 -0.1 0.0 -0.005
C 1.190 -2.692 0.044 -0.1 -0.2 -0.2 0.000
O -0.338 -1.437 1.516 0.3 -0.2 0.0 0.001
C 1.447 -0.314 0.876 1.7 -1.3 -0.5 0.016
O 0.811 0.241 -0.049 0.3 -0.2 -0.8 0.002
O 2.003 0.399 1.771 1.1 -1.0 -0.2 -0.012
H 1.438 -3.303 2.648 0.0 0.0 0.0 0.000
H 1.550 -1.681 3.329 -0.1 0.2 0.2 -0.001
H 2.843 -2.290 2.308 0.0 0.0 0.0 0.000
H 0.689 -3.636 0.272 0.0 0.0 0.0 0.000
H 2.242 -2.913 -0.155 -0.1 0.0 0.0 0.000
H 0.741 -2.262 -0.850 0.0 0.0 0.0 0.000
H -0.769 -2.189 1.947 0.1 0.2 0.1 0.001
C -2.394 0.950 -0.651 0.0 0.3 -0.7 -0.001
N -1.408 1.640 -1.487 -0.6 -0.6 0.1 -0.001
C -1.099 1.312 -2.807 -0.1 -0.1 0.4 0.000
C -0.166 2.185 -3.216 0.2 0.4 0.2 0.000
N 0.065 3.032 -2.137 0.4 0.1 -0.4 -0.001
C -0.688 2.695 -1.084 0.0 -0.1 -0.2 0.005
S -0.745 3.496 0.432 -0.1 0.3 -0.3 -0.008
H -2.796 0.113 -1.207 0.0 0.0 -0.1 0.000
H -3.188 1.629 -0.369 -0.1 0.1 0.0 0.001
H -1.957 0.555 0.244 0.2 -0.3 0.4 0.001
H -1.567 0.489 -3.321 0.0 0.1 0.1 0.000
H 0.343 2.285 -4.159 0.0 0.0 0.1 0.000
H 0.707 3.807 -2.110 0.0 0.0 -0.1 0.000
F -1.751 0.707 2.716 -0.8 -0.2 0.5 -0.008



(3)
104
Properties=species:S:1:pos:R:3:forces:R:3:lowdin_charge:R:1 method="wB97M-V/def2-TZVPD" homo_lumo_gap_ev=7.978 energy_ha=-7239.16970 de_lowest_kcal_mol=13.6 max_force_ev_per_a=0.7 lumo_ha=-0.0095 multiplicity=1 homo_ev=-8.24
In 1.255 -1.888 0.728 -0.4 -0.6 0.2 0.774
C 4.479 -3.943 -0.555 0.0 0.0 0.0 -0.499
C 5.256 -2.917 0.259 0.0 0.0 0.0 -0.491
S 4.288 -1.423 0.598 0.0 0.1 0.0 0.931
C 4.582 -1.238 2.375 -0.1 0.0 0.0 -0.477
C 4.112 -2.376 3.280 0.0 0.1 0.0 -0.457
S 2.357 -2.839 3.144 0.2 0.0 -0.1 0.965
C 2.521 -4.625 2.927 0.0 0.0 0.0 -0.482
C 3.284 -5.129 1.700 0.0 0.0 0.0 -0.449
S 2.857 -4.383 0.099 0.0 0.1 -0.1 0.940
H 5.088 -4.837 -0.700 0.0 0.0 0.0 0.088
H 4.252 -3.546 -1.547 0.0 0.0 0.0 0.081
H 6.157 -2.632 -0.285 0.0 0.0 0.0 0.084
H 5.577 -3.345 1.208 0.0 0.0 0.0 0.064
H 4.079 -0.313 2.643 0.0 0.0 0.0 0.059
H 5.653 -1.088 2.525 0.0 0.0 0.0 0.092
H 4.303 -2.082 4.313 0.0 0.0 0.0 0.087
H 4.695 -3.278 3.100 0.0 0.0 0.0 0.062
H 1.496 -4.986 2.907 0.0 0.0 0.0 0.075
H 3.008 -5.025 3.819 0.0 0.0 0.0 0.090
H 3.081 -6.197 1.614 0.0 0.0 0.0 0.087
H 4.360 -5.022 1.837 0.0 0.0 0.0 0.068
C 0.474 -4.451 -2.386 0.0 0.0 0.1 -0.055
O 1.015 -3.174 -2.038 -0.1 0.0 0.1 -0.140
C 0.972 -2.234 -3.019 0.1 0.1 0.0 -0.205
C 0.781 -2.535 -4.354 0.0 0.0 -0.1 -0.055
C 0.737 -1.497 -5.277 0.0 0.0 0.0 -0.672
Br 0.474 -1.916 -7.104 0.0 0.0 0.0 0.751
C 0.878 -0.189 -4.890 0.0 0.0 0.0 -0.070
C 1.088 0.124 -3.542 0.0 0.0 0.0 -0.049
C 1.141 -0.905 -2.610 -0.2 0.0 -0.1 -0.133
O 1.308 -0.698 -1.262 0.5 0.0 0.1 -0.013
C 1.154 1.562 -3.216 0.0 0.0 0.0 -0.259
N 0.482 2.457 -3.894 0.0 0.0 0.0 0.180
C 0.804 3.667 -3.307 0.0 0.0 0.0 -0.245
C 0.361 4.957 -3.607 0.0 0.0 0.0 -0.027
C 0.831 5.994 -2.827 0.0 0.0 0.0 -0.091
C 1.728 5.770 -1.768 0.0 0.0 0.0 -0.087
C 2.184 4.505 -1.461 0.0 0.0 0.0 -0.018
C 1.701 3.465 -2.251 0.0 0.0 0.0 -0.196
N 1.919 2.106 -2.221 0.0 0.0 0.0 0.178
H -0.513 -4.326 -2.834 0.0 0.0 0.0 0.111
H 0.397 -5.024 -1.470 0.0 0.0 0.1 0.076
H 1.134 -4.975 -3.081 0.0 0.0 0.0 0.101
H 0.656 -3.555 -4.683 0.0 0.0 0.0 0.101
H 0.818 0.622 -5.600 0.0 0.0 0.0 0.111
H 1.215 0.230 -0.976 0.0 0.1 0.0 0.085
H -0.330 5.125 -4.422 0.0 0.0 0.0 0.110
H 0.500 7.004 -3.027 0.0 0.0 0.0 0.099
H 2.057 6.609 -1.169 0.0 0.0 0.0 0.103
H 2.853 4.327 -0.631 0.0 0.0 0.0 0.113
H 2.511 1.643 -1.543 -0.1 0.0 0.0 0.125
C -7.223 0.226 1.793 0.0 0.0 0.0 -0.045
C -5.752 -0.029 1.610 0.0 0.0 0.0 -0.273
C -4.883 0.058 2.695 0.0 0.0 0.0 -0.028
C -3.525 -0.164 2.544 0.0 0.0 0.0 -0.036
C -3.030 -0.467 1.284 0.0 0.0 -0.1 -0.283
C -3.871 -0.550 0.185 0.0 0.0 0.0 -0.049
C -5.230 -0.341 0.358 0.0 0.0 0.0 -0.041
S -1.300 -0.712 1.069 0.0 0.2 0.2 0.567
O -0.752 -1.149 2.354 -0.3 0.1 0.1 -0.308
O -0.715 0.531 0.573 -0.1 -0.2 -0.4 -0.312
N -1.038 -1.810 -0.026 0.2 0.1 0.0 -0.208
C -1.686 -3.093 0.251 0.1 0.0 0.0 -0.168
C -0.764 -4.164 0.833 -0.1 0.0 -0.2 -0.618
O -1.151 -5.312 0.943 -0.1 0.1 0.0 0.066
O 0.426 -3.776 1.173 0.2 0.1 0.1 -0.228
H -7.622 -0.364 2.619 0.0 0.0 0.0 0.083
H -7.783 -0.024 0.893 0.0 0.0 0.0 0.076
H -7.407 1.277 2.024 0.0 0.0 0.0 0.084
H -5.277 0.296 3.676 0.0 0.0 0.0 0.121
H -2.851 -0.110 3.388 0.0 0.0 0.0 0.121
H -3.462 -0.786 -0.789 0.0 0.0 0.0 0.124
H -5.895 -0.422 -0.493 0.0 0.0 0.0 0.114
H -2.111 -3.488 -0.673 0.0 0.0 0.0 0.124
H -2.517 -3.004 0.959 0.0 0.0 0.0 0.125
C -4.548 2.788 -2.218 0.0 0.0 0.0 -0.040
C -3.604 3.061 -1.081 0.0 0.0 0.1 -0.258
C -4.052 2.996 0.239 0.0 0.0 0.0 -0.037
C -3.197 3.252 1.295 0.0 0.0 0.0 -0.044
C -1.878 3.590 1.023 0.0 0.0 0.0 -0.286
C -1.411 3.675 -0.278 0.0 0.0 0.0 -0.030
C -2.278 3.403 -1.324 0.0 0.0 0.0 -0.013
S -0.757 3.843 2.357 0.2 -0.2 0.1 0.647
O -1.449 4.379 3.495 -0.1 0.0 0.0 -0.296
O 0.392 4.569 1.872 0.0 0.0 0.0 -0.306
N -0.376 2.266 2.679 0.1 0.3 0.1 -0.116
C 0.862 1.994 3.417 -0.2 0.0 0.0 -0.192
C 2.114 2.058 2.544 0.1 0.0 0.1 -0.071
C 2.137 0.992 1.470 -0.2 0.1 -0.1 -0.609
O 2.455 1.272 0.315 0.0 -0.1 0.0 0.008
O 1.810 -0.194 1.870 0.0 -0.1 -0.2 -0.169
H -5.185 1.930 -1.998 0.0 0.0 0.0 0.068
H -4.006 2.586 -3.141 0.0 0.0 0.0 0.079
H -5.201 3.645 -2.393 0.0 0.0 0.0 0.086
H -5.086 2.736 0.438 0.0 0.0 0.0 0.112
H -3.540 3.205 2.321 0.0 0.0 0.0 0.118
H -0.381 3.947 -0.465 0.1 0.0 0.0 0.100
H -1.912 3.456 -2.343 0.0 0.0 0.0 0.103
H -0.455 1.706 1.829 -0.1 0.0 0.1 0.039
H 0.752 0.995 3.841 0.0 0.0 0.0 0.118
H 0.944 2.700 4.244 0.0 0.0 0.0 0.123
H 3.006 1.923 3.166 0.0 0.0 0.0 0.128
H 2.193 3.026 2.058 0.0 0.0 0.0 0.104



(4)
9
Properties=species:S:1:pos:R:3:forces:R:3:nbo_charge:R:1 method="wB97M-V/def2-TZVPD" homo_lumo_gap_ev=9.851 energy_ha=-497.82208 de_lowest_kcal_mol=18.3 max_force_ev_per_a=4.4 lumo_ha=0.0209 multiplicity=1 homo_ev=-9.28
N -1.226 0.267 -0.464 1.1 0.3 -0.5 -1.343
Si 0.491 0.035 0.238 -4.0 1.8 0.5 2.033
O 1.298 -1.332 0.026 3.3 -0.8 -1.6 -1.120
O 1.455 1.250 -0.255 0.7 -0.6 -0.3 -1.107
H -1.657 1.143 -0.862 1.3 -1.2 0.8 0.396
H -1.677 -0.483 -0.969 0.2 -0.2 0.1 0.382
H 0.004 0.202 1.656 0.9 -0.3 -0.3 -0.273
H 2.271 -1.262 -0.363 -3.3 -0.1 1.2 0.532
H 1.167 2.122 -0.042 -0.2 1.0 0.1 0.501